Record 1
The following is a DFT calculation (ωB97M-V/def2-TZVPD) of a molecular structure, C26H23ClN3O2RhS3Si at a distorted geometry.

Element x y z (Å)
Rh (0.645281, -2.304226, -0.032845)
C (-2.880978, -1.497533, 0.546709)
C (-2.508419, -2.546517, -0.445842)
N (-1.299719, -2.800820, -0.880055)
C (-1.262071, -3.872177, -1.755043)
C (-2.466556, -4.408045, -2.031409)
S (-3.678276, -3.581934, -1.153517)
C (0.048373, -4.301180, -2.227952)
C (0.342725, -5.278569, -3.107711)
S (2.035851, -5.376469, -3.301758)
C (2.281558, -4.102431, -2.189590)
N (1.150376, -3.634402, -1.718579)
C (3.658695, -3.637120, -1.851022)
H (-1.975033, -1.068630, 0.969127)
H (-3.494247, -1.928192, 1.340797)
H (-3.447936, -0.700988, 0.064871)
H (-2.703745, -5.246925, -2.669766)
H (-0.332652, -5.936150, -3.637815)
H (4.398238, -4.144260, -2.468942)
H (3.864831, -3.830835, -0.799246)
H (3.732508, -2.560664, -1.994039)
Cl (-0.023093, -3.685410, 1.633163)
O (3.581439, -0.360016, -1.155614)
S (3.244652, -0.697175, 0.215351)
N (2.492544, -1.940694, 0.441760)
O (0.046675, -0.466300, 0.472421)
Si (-0.014673, 1.131866, 0.691961)
C (-1.418146, 1.786164, -0.381359)
C (-2.076608, 2.990055, -0.102476)
C (-3.096984, 3.461287, -0.923360)
C (-3.481487, 2.733588, -2.044443)
C (-2.843972, 1.534035, -2.338883)
C (-1.822737, 1.070549, -1.513689)
C (1.487001, 2.145891, 0.199209)
C (1.634477, 2.582777, -1.124834)
C (2.750178, 3.307919, -1.526157)
C (3.741746, 3.621540, -0.603941)
C (3.611850, 3.212366, 0.717861)
C (2.496722, 2.480491, 1.112206)
C (-0.346366, 1.510384, 2.497207)
C (-0.735597, 0.478455, 3.360445)
C (-1.017819, 0.728527, 4.700675)
C (-0.914172, 2.019837, 5.203629)
C (-0.528637, 3.060985, 4.365128)
C (-0.245960, 2.806609, 3.027080)
H (-1.793868, 3.568169, 0.773047)
H (-3.595119, 4.395814, -0.687074)
H (-4.270626, 3.104118, -2.689340)
H (-3.144268, 0.960741, -3.209855)
H (-1.318948, 0.135390, -1.751949)
H (0.860746, 2.353194, -1.854221)
H (2.847332, 3.626417, -2.558448)
H (4.615367, 4.183423, -0.914739)
H (4.380024, 3.458949, 1.442364)
H (2.408324, 2.166985, 2.148585)
H (-0.802313, -0.537932, 2.975975)
H (-1.317940, -0.085672, 5.351587)
H (-1.126087, 2.215940, 6.248835)
H (-0.445067, 4.069841, 4.754868)
H (0.072607, 3.628961, 2.390649)

Atomic forces in eV per Å
-1.020 -0.094 -2.132
0.019 -0.141 0.049
0.089 0.100 -0.139
0.243 0.040 0.608
0.193 0.255 0.071
-0.349 -0.199 -0.092
-0.086 0.034 0.009
0.025 0.325 0.154
-0.004 -0.292 -0.271
0.105 -0.015 -0.136
0.017 0.046 -0.020
-0.128 -0.503 1.229
-0.176 -0.055 0.052
-0.038 -0.056 -0.042
0.038 -0.009 -0.062
-0.001 0.024 -0.038
0.059 0.115 0.068
0.102 0.132 0.080
-0.040 -0.010 0.005
-0.006 -0.039 0.013
-0.009 0.064 -0.048
0.311 0.022 -0.289
-0.049 0.556 -0.639
1.090 -0.408 0.336
-0.669 0.654 0.930
0.357 -0.201 0.113
-0.010 0.078 0.236
-0.215 -0.040 -0.082
-0.028 -0.082 -0.088
0.073 -0.061 0.025
0.055 -0.014 0.043
0.047 0.013 0.068
-0.004 0.058 -0.021
0.218 -0.007 -0.147
0.051 -0.013 0.091
-0.035 -0.044 0.057
-0.056 -0.045 0.018
-0.075 -0.053 -0.024
-0.023 -0.003 -0.116
-0.116 0.047 0.237
0.019 0.089 -0.014
0.009 0.034 -0.072
0.015 -0.015 -0.079
0.002 -0.079 -0.089
-0.055 -0.160 0.062
-0.035 -0.041 -0.061
0.042 -0.062 -0.016
0.024 -0.033 0.048
0.040 0.036 0.030
-0.090 0.063 0.027
0.086 0.024 0.066
-0.005 -0.016 0.068
-0.047 -0.018 0.014
-0.031 -0.010 -0.041
0.012 0.003 -0.063
0.033 0.112 0.075
0.040 0.045 -0.031
-0.003 -0.013 -0.055
0.006 -0.061 -0.020
-0.017 -0.074 0.043

## Properties
Largest force on an atom (eV/Å): 2.37
Total charge: 0
Calculated total energy (Ha): -3374.177863
E_HOMO (alpha / beta) (eV): -8.53 / -8.53
HOMO-LUMO gap (alpha / beta) (hartree): 0.262 / 0.261

Record 2
The following is a DFT calculation (ωB97M-V/def2-TZVPD) of a molecular structure, C9H20BrNPt at a distorted geometry.

Element x y z (Å)
C (-16.587341, -12.248830, -15.723522)
C (-16.581953, -13.679592, -15.322884)
C (-18.073827, -14.170163, -15.169444)
N (-18.369255, -15.706038, -15.031912)
C (-19.861683, -15.907417, -14.784752)
C (-20.502068, -15.400818, -13.370813)
C (-19.634308, -15.724352, -12.190612)
C (-18.113291, -15.531858, -12.491478)
C (-17.606593, -16.213884, -13.778963)
C (-17.938123, -16.460241, -16.177835)
H (-15.577297, -11.889929, -15.921263)
H (-16.963412, -11.637622, -14.903089)
H (-17.121649, -12.129264, -16.666032)
H (-16.154005, -13.643304, -14.321069)
H (-16.044776, -14.313595, -16.028284)
H (-18.728390, -13.788313, -15.952916)
H (-18.420723, -13.794410, -14.206850)
H (-20.392981, -15.380433, -15.577282)
H (-20.173314, -16.951917, -14.788267)
H (-20.491766, -14.313427, -13.445504)
H (-21.474180, -15.827144, -13.123100)
H (-19.924974, -15.220079, -11.269025)
H (-19.626266, -16.738007, -11.789937)
H (-17.714801, -14.517350, -12.482607)
H (-17.582944, -15.875105, -11.603209)
H (-16.531017, -16.085605, -13.900540)
H (-17.712363, -17.295015, -13.689177)
H (-18.274957, -17.496641, -16.154955)
H (-16.850441, -16.401914, -16.218311)
H (-18.408710, -15.856299, -16.953660)
Pt (-17.896420, -13.199335, -20.596126)
Br (-19.698802, -14.060186, -18.940640)

Atomic forces in eV per Å
0.226 0.812 -0.832
-1.354 -1.341 0.686
0.291 -0.344 0.614
0.278 0.517 3.689
-1.760 0.378 1.584
1.886 0.273 -0.921
2.281 -0.496 0.585
0.244 0.474 0.378
-0.601 0.039 0.876
0.058 0.585 -1.157
0.099 -0.129 0.109
-0.367 0.173 -0.334
-0.318 0.410 0.165
0.411 -0.899 -0.079
0.225 0.059 0.206
0.108 -0.213 -0.183
-0.198 0.211 -0.343
0.159 -0.124 -0.134
0.864 -0.234 -0.587
-0.726 0.038 0.107
-0.223 0.232 -1.026
0.008 0.721 -0.308
-0.688 -0.591 -0.767
-0.642 0.487 -0.256
0.226 -0.754 -0.266
-0.130 0.492 -0.337
-0.543 -0.083 -0.400
-0.060 0.215 0.058
-0.122 -0.101 -0.271
0.332 -0.795 -0.946
-0.919 -0.417 0.791
0.953 0.408 -0.700

## Properties
Largest force on an atom (eV/Å): 3.74
Total charge: +1
Calculated total energy (Ha): -3102.593493
E_HOMO (alpha / beta) (eV): -11.24 / -13.41
Spin multiplicity: 4
HOMO-LUMO gap (alpha / beta) (hartree): 0.332 / 0.274
Expectation value of S²: 3.757

Record 3
The following is a DFT calculation (ωB97M-V/def2-TZVPD) of a molecular structure, C41H62N4O6SSi3W at a distorted geometry.

Element x y z (Å)
W (-0.508470, 0.137037, 0.531134)
C (1.952739, 4.560576, -4.642929)
C (1.269624, 3.525420, -3.799341)
C (0.767283, 2.348943, -4.332102)
C (0.131562, 1.383058, -3.546169)
C (-0.360147, 0.225868, -4.301810)
N (0.302074, -0.853720, -4.498624)
C (1.551847, -1.296982, -3.854559)
C (1.327082, -2.677686, -3.213192)
C (1.185739, -2.637992, -1.695645)
N (2.501380, -2.839217, -1.067756)
C (2.886678, -2.985339, 0.163504)
C (2.252771, -2.893257, 1.454532)
C (3.002320, -3.469036, 2.501174)
C (2.710831, -3.269038, 3.835652)
C (3.477833, -3.939420, 4.934553)
C (1.708027, -2.341548, 4.111949)
C (0.972357, -1.710510, 3.114864)
C (0.068714, -0.651184, 3.507936)
N (-0.556124, 0.137767, 2.713432)
C (-1.356832, 1.210997, 3.332465)
C (-0.792813, 2.616730, 3.088616)
C (0.356964, 2.734015, 2.105733)
N (0.103686, 2.239789, 0.734383)
C (0.486257, 3.012238, -0.211776)
C (0.486678, 2.746375, -1.628022)
C (1.115181, 3.693999, -2.430846)
C (-0.058228, 1.555090, -2.165846)
O (-0.731496, 0.680506, -1.443563)
C (1.172820, -2.043367, 1.766073)
O (0.443005, -1.554496, 0.779290)
H (1.992165, 4.259912, -5.688446)
H (2.975340, 4.730279, -4.303463)
H (1.427596, 5.514671, -4.591536)
H (0.871308, 2.177665, -5.398569)
H (-1.306072, 0.284674, -4.833328)
H (-0.123153, -1.539062, -5.116075)
H (1.834465, -0.533032, -3.127802)
H (2.301958, -1.341868, -4.644753)
H (2.127427, -3.354832, -3.519658)
H (0.416671, -3.127740, -3.617147)
H (0.521682, -3.416506, -1.326292)
H (0.811165, -1.669262, -1.384192)
H (3.264728, -2.911735, -1.727513)
H (3.940742, -3.227730, 0.235265)
H (3.854554, -4.086545, 2.241133)
H (4.322543, -4.498497, 4.537111)
H (2.844144, -4.638334, 5.481564)
H (3.860771, -3.210138, 5.647876)
H (1.515170, -2.074358, 5.145693)
H (-0.040304, -0.511463, 4.583310)
H (-1.429693, 1.012837, 4.403536)
H (-2.357678, 1.139476, 2.918313)
H (-0.395557, 2.999617, 4.030654)
H (-1.610174, 3.284579, 2.818108)
H (1.220133, 2.175606, 2.464680)
H (0.642871, 3.786155, 2.034913)
H (0.884772, 3.991298, 0.059640)
H (1.519962, 4.584018, -1.961625)
C (-2.742685, 2.896950, 0.233293)
O (-2.462034, 1.541600, 0.585531)
Si (-3.664104, 0.334735, 0.432115)
C (-4.925332, 0.517753, 1.793354)
C (-4.532993, 0.841286, -1.148073)
C (-2.498429, -1.111192, 0.469150)
Si (-2.984367, -2.196685, -1.050011)
C (-4.857407, -2.396273, -1.253969)
C (-2.379487, -1.515452, -2.699079)
C (-2.254878, -3.947631, -1.059387)
Si (-2.843853, -2.345034, 1.923761)
C (-1.479802, -3.643360, 2.171730)
C (-4.375770, -3.394915, 1.646556)
C (-3.185654, -1.649365, 3.655553)
H (-3.734325, 3.176403, 0.591468)
H (-2.705203, 3.024946, -0.849789)
H (-2.017635, 3.559187, 0.695975)
H (-5.412312, 1.491717, 1.693589)
H (-4.550534, 0.425363, 2.809316)
H (-5.712784, -0.229637, 1.667937)
H (-5.057607, 1.776960, -0.932851)
H (-5.283404, 0.144721, -1.511058)
H (-3.829649, 1.045338, -1.956357)
H (-5.483774, -1.863670, -0.540078)
H (-5.138868, -3.446497, -1.185605)
H (-5.135641, -2.048260, -2.250609)
H (-2.996999, -0.698883, -3.071436)
H (-2.405384, -2.330125, -3.427767)
H (-1.366499, -1.159540, -2.553321)
H (-1.835272, -4.322486, -0.131031)
H (-1.487274, -4.030034, -1.832524)
H (-3.048645, -4.638355, -1.351982)
H (-1.960873, -4.623515, 2.118945)
H (-1.036612, -3.568032, 3.164124)
H (-0.674270, -3.642365, 1.444423)
H (-4.304032, -4.104361, 0.824108)
H (-5.304547, -2.836569, 1.540550)
H (-4.457517, -3.983708, 2.565373)
H (-2.920416, -0.627518, 3.880875)
H (-2.670517, -2.291998, 4.373762)
H (-4.253343, -1.747521, 3.863079)
C (5.556329, 5.716779, -0.918155)
C (4.873290, 4.411648, -0.631522)
C (4.515336, 4.055859, 0.664965)
C (3.911846, 2.834978, 0.935670)
C (3.646752, 1.960219, -0.104578)
C (3.992990, 2.295613, -1.407486)
C (4.604319, 3.509737, -1.661933)
S (2.882823, 0.399741, 0.210310)
O (3.911847, -0.617883, 0.232829)
O (2.151057, 0.547093, 1.477076)
O (1.910243, 0.212811, -0.886315)
H (5.458153, 6.407877, -0.083174)
H (5.140824, 6.192571, -1.806642)
H (6.621045, 5.562608, -1.099819)
H (4.724939, 4.737897, 1.479714)
H (3.651660, 2.565450, 1.950439)
H (3.775722, 1.612843, -2.218409)
H (4.884679, 3.764878, -2.677113)

Atomic forces in eV per Å
-1.724 0.390 0.607
0.022 0.044 -0.076
-0.040 -0.034 0.131
0.015 0.035 0.021
0.016 0.085 -0.006
0.069 -0.209 -0.052
-0.123 0.104 0.058
-0.013 0.144 -0.126
-0.032 -0.093 -0.024
0.063 0.050 0.208
0.019 -0.204 0.055
-0.048 0.025 -0.134
0.048 0.090 0.066
-0.063 0.032 0.008
-0.111 0.106 -0.111
0.062 -0.061 0.038
0.070 -0.073 -0.047
-0.170 0.063 -0.087
0.015 -0.091 -0.106
0.164 0.089 -0.081
-0.015 -0.249 0.050
-0.030 0.077 0.083
0.047 0.057 -0.100
0.264 -0.461 0.173
-0.018 0.085 -0.134
-0.112 -0.176 0.135
0.010 -0.079 -0.127
-0.082 0.074 0.115
0.496 -0.067 -0.406
0.259 -0.108 -0.169
0.140 0.264 -0.079
0.003 -0.005 -0.003
0.005 -0.001 0.014
0.000 0.005 0.004
-0.011 -0.029 -0.022
-0.021 0.011 -0.024
-0.052 -0.016 0.019
0.030 -0.074 0.032
0.009 0.004 0.038
0.015 -0.008 0.053
0.009 0.029 -0.027
-0.024 0.001 -0.019
-0.076 -0.064 -0.026
0.012 0.035 0.012
-0.008 -0.022 -0.027
0.011 -0.011 -0.004
0.011 -0.004 0.010
-0.009 0.003 0.002
-0.003 0.006 0.012
-0.029 0.019 0.010
-0.061 0.064 0.000
-0.005 0.041 -0.018
-0.001 0.022 0.005
-0.007 0.013 -0.010
-0.003 -0.015 -0.022
-0.041 0.011 0.031
0.015 -0.028 0.059
-0.012 -0.021 0.050
-0.011 0.013 0.037
-0.008 0.075 -0.102
0.348 -0.146 0.275
-0.086 -0.170 -0.149
-0.001 0.097 -0.093
0.020 0.060 0.028
0.189 0.059 -0.011
0.130 -0.010 0.023
0.022 0.013 0.009
-0.093 -0.027 0.138
-0.009 0.025 0.008
0.222 0.134 0.046
-0.076 0.003 0.007
-0.010 -0.021 -0.014
-0.084 -0.127 -0.073
-0.007 -0.028 0.001
0.014 -0.008 0.002
-0.008 -0.017 0.007
-0.017 0.006 0.032
0.040 0.003 0.004
-0.011 -0.047 -0.015
-0.008 -0.001 -0.040
0.004 -0.037 0.028
0.047 -0.027 -0.011
0.036 0.029 0.042
0.014 -0.028 -0.024
-0.036 -0.002 -0.022
0.019 0.087 0.000
-0.007 -0.018 -0.042
0.072 -0.051 -0.059
-0.025 0.023 -0.015
0.042 0.019 -0.002
-0.010 -0.019 -0.019
0.013 -0.011 0.028
0.020 0.019 0.036
-0.008 0.011 -0.044
0.010 -0.013 -0.021
-0.024 0.045 0.006
-0.027 -0.022 0.007
0.121 0.172 -0.002
0.000 -0.011 0.022
0.001 0.018 -0.005
-0.013 0.062 -0.005
-0.011 -0.035 0.004
0.012 0.005 0.025
-0.023 0.059 0.046
0.008 -0.079 -0.032
0.033 0.020 -0.029
-0.021 -0.023 -0.008
0.069 0.258 0.159
0.104 0.044 -0.014
0.105 -0.129 -0.135
-0.065 -0.068 -0.049
0.009 0.005 0.005
0.009 0.002 -0.010
0.007 -0.018 0.003
-0.004 0.005 0.004
0.000 -0.027 0.007
-0.002 -0.028 -0.014
0.003 0.004 -0.013

## Properties
Largest force on an atom (eV/Å): 1.87
Total charge: +2
Calculated total energy (Ha): -3603.427292
E_HOMO (alpha / beta) (eV): -12.50 / -13.32
Spin multiplicity: 3
HOMO-LUMO gap (alpha / beta) (hartree): 0.256 / 0.287
Expectation value of S²: 2.016

Record 4
The following is a DFT calculation (ωB97M-V/def2-TZVPD) of a single C8H10O4S3 molecule at a distorted geometry.

Element x y z (Å)
C (1.165453, -1.828044, -1.998477)
C (1.067221, -0.324817, -2.352624)
C (-2.070483, 0.307651, 0.581086)
C (-1.566845, -0.900170, -0.331356)
C (-1.071997, 1.390213, 0.670712)
C (-0.053845, -1.294754, 0.019340)
C (0.933497, -0.150898, 0.020992)
C (0.374522, 0.948554, 1.048181)
O (1.829250, -2.593445, -2.642440)
O (0.835674, 0.226866, -3.367710)
O (0.432925, -2.222801, -0.958074)
O (1.037053, 0.447890, -1.280548)
S (2.519305, -0.997080, 0.644260)
S (0.602878, 0.284638, 2.654181)
S (1.589020, 2.398951, 1.025890)
H (-3.008606, 0.532151, 0.065283)
H (-2.299395, 0.089677, 1.649422)
H (-2.199002, -1.778473, -0.110401)
H (-1.767997, -0.933057, -1.423276)
H (-0.983698, 1.956002, -0.261792)
H (-1.393567, 2.061258, 1.452751)
H (-0.002409, -1.743481, 1.055693)
H (3.305458, -0.092872, 0.104100)
H (0.016944, 1.075204, 3.481902)
H (0.708642, 3.140837, 0.252904)

Atomic forces in eV per Å
-1.961 4.560 1.109
-0.306 -2.444 1.210
-0.301 -2.154 -1.043
0.644 -1.175 1.558
1.324 1.235 -0.477
-1.356 0.112 -0.710
-0.091 0.469 1.029
1.053 1.081 -1.581
2.069 -2.588 -2.571
0.336 0.172 -3.442
-0.766 -1.427 1.571
-0.276 0.631 4.129
-0.873 0.402 -0.556
0.973 -2.891 0.771
-1.902 0.282 -0.957
0.077 0.862 0.474
-0.026 -0.925 -0.925
0.442 0.096 0.575
0.613 1.343 0.428
-0.057 -0.041 0.010
0.032 0.567 0.132
-0.150 0.009 -1.341
0.521 0.542 -0.197
-1.078 1.555 0.390
1.058 -0.273 0.416

## Properties
Largest force on an atom (eV/Å): 5.09
Total charge: 0
Calculated total energy (Ha): -1806.153165
E_HOMO (alpha / beta) (eV): -6.33 / -9.13
Spin multiplicity: 3
HOMO-LUMO gap (alpha / beta) (hartree): 0.246 / 0.194
Expectation value of S²: 2.010